48
Properties=species:S:1:pos:R:3:forces:R:3:lowdin_charge:R:1 method="wB97M-V/def2-TZVPD" e_above_lowest_kcal_mol=0.0 charge=+4 max_force_ev_per_a=1.04 gap_ev="4.75 / 4.41"
W 2.4632 0.3691 0.1705 -0.1 -0.4 -0.1 1.714
N 3.3744 2.2856 0.5389 -0.1 -0.1 0.4 -0.007
C 3.3078 2.2917 2.0775 0.1 0.1 -0.1 -0.041
C 3.9933 0.9657 2.3665 -0.3 0.5 0.0 -0.443
O 5.1373 0.8255 2.6067 -0.1 -0.3 0.4 0.250
N 3.1020 -0.1273 1.9230 0.8 0.2 -0.6 -0.116
C 3.8152 -1.4416 1.8495 0.0 0.0 0.1 -0.030
C 4.1878 -1.7564 0.3872 -0.1 0.1 0.5 -0.430
O 4.4492 -2.7802 -0.1004 0.2 0.1 0.0 0.258
O 4.0102 -0.5313 -0.3666 -0.7 -0.6 -0.5 -0.181
H 4.3686 2.3163 0.2817 0.0 0.1 -0.1 0.157
H 2.9308 3.1290 0.1681 0.1 0.0 -0.1 0.131
H 2.2584 2.3000 2.3800 0.0 0.0 0.1 0.136
H 3.8285 3.1536 2.4926 0.1 0.0 -0.1 0.164
H 3.2066 -2.2625 2.2268 0.0 0.1 0.1 0.156
H 4.7373 -1.3753 2.4374 -0.1 0.0 0.1 0.161
C -9.1448 -0.8733 1.9826 0.0 0.0 0.0 -0.016
C -8.6251 -1.5805 0.9107 0.0 0.0 0.0 0.017
C -7.2611 -1.4496 0.5070 0.0 0.0 0.0 0.036
C -6.7663 -0.5815 1.3666 -0.4 0.0 0.1 0.165
C -6.9741 0.2078 2.4020 0.0 0.0 0.0 0.034
C -8.3521 -0.0033 2.7133 0.0 0.0 0.0 0.016
As -0.1443 0.1879 0.2290 0.5 -0.1 -0.1 1.354
C 0.7661 1.4216 -1.0439 0.0 0.1 0.2 -0.544
C 0.5353 2.8164 -1.1259 0.0 0.0 0.1 -0.064
C 0.9542 3.5088 -2.2447 0.0 0.0 -0.1 0.016
C 1.6221 2.8416 -3.2835 0.0 0.1 0.0 0.063
C 1.8635 1.4698 -3.2364 0.1 0.0 0.0 0.069
C 1.4043 0.7415 -2.1412 -0.1 0.1 0.1 -0.260
C 1.5171 -0.6985 -1.9191 0.2 0.1 -0.2 -0.261
C 2.2148 -1.6171 -2.7398 0.0 0.1 0.0 0.065
C 2.2467 -2.9457 -2.3879 0.0 0.0 0.0 0.049
C 1.6471 -3.3877 -1.1920 -0.1 0.0 0.1 0.045
C 0.9837 -2.5041 -0.3491 0.2 -0.1 0.0 -0.046
C 0.8652 -1.1594 -0.7353 -0.1 0.1 -0.1 -0.544
H -10.1845 -1.0007 2.2515 0.0 0.0 0.0 0.145
H -9.2231 -2.2640 0.3187 0.0 0.0 0.0 0.151
H -6.8330 -1.9767 -0.3309 0.0 0.0 0.0 0.151
H -6.3328 0.8755 2.9546 0.0 0.0 0.0 0.150
H -8.7312 0.5596 3.5586 0.0 0.0 0.0 0.151
H 0.0214 3.3385 -0.3258 0.0 0.0 0.0 0.134
H 0.7651 4.5723 -2.3271 0.0 0.0 0.0 0.148
H 1.9459 3.4035 -4.1522 0.0 0.0 0.0 0.153
H 2.3608 0.9837 -4.0666 0.0 0.0 0.0 0.148
H 2.7144 -1.2836 -3.6409 0.0 0.0 0.0 0.149
H 2.7567 -3.6614 -3.0210 0.0 0.0 0.0 0.156
H 1.6997 -4.4387 -0.9315 0.0 0.0 0.0 0.155
H 0.5176 -2.8649 0.5605 0.0 0.0 0.0 0.137